The following is a quantum chemistry calculation of C5H8O in the gas phase, from the Open Molecules 2025 dataset.

XYZ file:
```
14
Properties=species:S:1:pos:R:3
C 2.69965 0.01779 0.30748
C 1.38251 -0.17581 -0.29002
C 0.22603 -0.19901 -0.63586
C -1.16869 0.27347 -0.51955
C -2.14577 -0.78261 -0.02962
O -1.15121 1.29726 0.47167
H 3.46379 -0.59666 -0.17136
H 2.64927 -0.21605 1.37730
H 2.98811 1.07309 0.23293
H -1.51527 0.69995 -1.47035
H -1.66226 -1.41771 0.71722
H -2.98699 -0.26769 0.44466
H -2.50720 -1.39727 -0.85794
H -0.27197 1.69122 0.42345
```

- SMILES: CC#C[C@@H](C)O
- Energy above the lowest of the compared OMol25 structures with the same formula, charge and spin: 51.8 kcal/mol
- Multiplicity: 1
- E_LUMO: 0.0313 Eh
- HOMO-LUMO gap: 10.59 eV
- HOMO: -9.737 eV
- Strongest force on any atom: 0.7 eV Å⁻¹

=====

The following is a quantum chemistry calculation of C5H8O in the gas phase, from the Open Molecules 2025 dataset.

XYZ file:
```
14
Properties=species:S:1:pos:R:3
C -1.34353 -0.49101 2.29843
C -0.38286 0.32567 1.52222
C -0.13895 0.44720 0.26581
C 0.18723 0.93723 -0.99380
C 1.15308 0.23936 -1.92513
O 1.57413 -1.00678 -1.44294
H -0.81018 -1.06577 3.06160
H -2.00988 0.18289 2.84726
H -1.97351 -1.18568 1.71913
H -0.55938 -0.36501 -0.48754
H -0.21178 1.89617 -1.34172
H 0.70586 0.05736 -2.90978
H 2.00779 0.91948 -2.10416
H 1.80197 -0.89110 -0.50938
```

- Energy above the lowest of the compared OMol25 structures with the same formula, charge and spin: 128.6 kcal/mol
- Multiplicity: 1
- E_LUMO (alpha / beta): 0.0013 / 0.0013 Eh
- HOMO-LUMO gap (alpha / beta): 7.47 / 7.47 eV
- HOMO (alpha / beta): -7.433 / -7.432 eV
- Strongest force on any atom: 0.8 eV Å⁻¹

=====

The following is a quantum chemistry calculation of C5H8O in the gas phase, from the Open Molecules 2025 dataset.

XYZ file:
```
14
Properties=species:S:1:pos:R:3
C 0.67706 1.33311 1.01752
C 0.44707 0.23706 0.29873
C 1.38645 -0.25303 -0.76945
C -0.79630 -0.58789 0.51050
C -1.82686 -0.43113 -0.58845
O -1.71300 0.29327 -1.54669
H -0.01610 1.66932 1.78557
H 1.56225 1.94292 0.85426
H 0.85971 -0.35019 -1.72529
H 1.78826 -1.24117 -0.50905
H 2.22703 0.43280 -0.90783
H -0.56029 -1.66163 0.57689
H -1.29341 -0.33454 1.45724
H -2.74185 -1.04890 -0.45397
```

- SMILES: C=C(C)CC=O
- Energy above the lowest of the compared OMol25 structures with the same formula, charge and spin: 22.3 kcal/mol
- Multiplicity: 1
- E_LUMO: 0.0352 Eh
- HOMO-LUMO gap: 10.42 eV
- HOMO: -9.459 eV
- Strongest force on any atom: 0.5 eV Å⁻¹

=====

The following is a quantum chemistry calculation of 2 unconnected molecules or ions with the total composition C5H8O at a distorted geometry, from the Open Molecules 2025 dataset.

XYZ file:
```
14
Properties=species:S:1:pos:R:3
C 0.88115 -1.61900 -0.08262
C 1.17540 -0.33402 -0.14257
C 1.16670 0.53747 -1.37233
O 1.24144 0.37993 1.00639
H 0.64977 -2.15188 -1.00690
H 0.93719 -2.26102 0.76386
H 1.80562 -0.03788 -2.11947
H 1.71904 1.43265 -1.20865
H 0.14699 0.59883 -1.60364
H 2.03949 0.96634 1.03163
C -3.39351 -1.49428 0.16263
C -3.04117 -0.36632 0.06299
H -4.01562 -2.34957 0.34815
H -2.65022 0.56047 -0.13382
```

- SMILES: C=C(C)O.C#C
- Energy above the lowest of the compared OMol25 structures with the same formula, charge and spin: 85.5 kcal/mol
- Multiplicity: 1
- E_LUMO: 0.0300 Eh
- HOMO-LUMO gap: 9.74 eV
- HOMO: -8.924 eV
- Strongest force on any atom: 3.9 eV Å⁻¹

=====

The following is a quantum chemistry calculation of 2 unconnected molecules or ions with the total composition C5H8O at a distorted geometry, from the Open Molecules 2025 dataset.

XYZ file:
```
14
Properties=species:S:1:pos:R:3
C 1.35584 -1.12505 -1.17070
C 0.14672 -0.73275 -0.76513
C -0.72780 -1.64896 -0.02493
O -1.93001 -1.79606 0.00483
H 1.83974 -1.86412 -0.57027
H 2.02178 -0.83403 -1.97792
H -0.35602 -0.03268 -1.37484
H -0.21535 -2.38545 0.57251
C 0.05570 1.71315 1.36421
C -0.57206 1.57299 0.20034
H 0.04252 0.82200 1.97639
H 0.55151 2.64428 1.62682
H -1.54921 1.18856 0.50840
H -0.66336 2.47812 -0.36972
```

- SMILES: C=CC=O.C=C
- Energy above the lowest of the compared OMol25 structures with the same formula, charge and spin: 96.4 kcal/mol
- Multiplicity: 1
- E_LUMO: 0.0081 Eh
- HOMO-LUMO gap: 9.61 eV
- HOMO: -9.391 eV
- Strongest force on any atom: 3.9 eV Å⁻¹

=====

The following is a quantum chemistry calculation of a molecular structure, C5H8O, from the Open Molecules 2025 dataset.

XYZ file:
```
14
Properties=species:S:1:pos:R:3
C -1.83290 -0.27748 -0.16721
C -1.24238 1.08366 -0.23692
C -0.46092 -0.02102 0.43668
C 0.57752 -0.74045 -0.34944
C 2.16930 -0.34760 0.46477
O 1.39087 -1.51545 0.51844
H -1.85104 -0.86557 -1.08005
H -2.64126 -0.47212 0.52837
H -1.66030 1.85310 0.40699
H -0.88831 1.43944 -1.20054
H -0.40301 -0.01376 1.52654
H 1.69348 0.15315 -0.52492
H 3.19499 -0.54700 0.14673
H 2.06414 0.30925 1.33193
```

- Energy above the lowest of the compared OMol25 structures with the same formula, charge and spin: 122.4 kcal/mol
- Multiplicity: 1
- E_LUMO: 0.0385 Eh
- HOMO-LUMO gap: 9.38 eV
- HOMO: -8.330 eV
- Strongest force on any atom: 0.4 eV Å⁻¹

=====

The following is a quantum chemistry calculation of 2 unconnected molecules or ions with the total composition C5H8O at a distorted geometry, from the Open Molecules 2025 dataset.

XYZ file:
```
14
Properties=species:S:1:pos:R:3
C -0.38717 -1.02953 -1.55438
C -0.01858 -0.07223 -0.47339
C -0.86367 0.56154 0.34216
C -0.19183 0.91177 1.57678
O 1.17848 0.80336 1.30477
C 1.38274 0.18810 0.01198
H -0.15555 -0.66116 -2.55807
H -1.45985 -1.23234 -1.49187
H 0.13815 -1.98418 -1.41694
H -1.94033 0.52830 0.37615
H -1.37154 -0.03469 2.23522
H -0.30344 1.75835 2.24649
H 2.03358 -0.69016 0.13099
H 1.91597 0.87883 -0.67072
```

- Energy above the lowest of the compared OMol25 structures with the same formula, charge and spin: 87.4 kcal/mol
- Multiplicity: 1
- E_LUMO: 0.0284 Eh
- HOMO-LUMO gap: 8.78 eV
- HOMO: -8.013 eV
- Strongest force on any atom: 3.2 eV Å⁻¹

=====

The following is a quantum chemistry calculation of 2 unconnected molecules or ions with the total composition C5H8O, from the Open Molecules 2025 dataset.

XYZ file:
```
14
Properties=species:S:1:pos:R:3
C 0.15581 -2.10973 -0.05447
C 0.89434 -1.17110 0.52941
C 1.17906 0.13794 -0.07831
C 0.30802 0.91787 -0.73189
C -1.15617 0.68885 -0.85560
O -1.87872 0.24452 0.00799
H -0.27852 -1.95357 -1.03745
H -0.05618 -3.05508 0.43207
H 1.36180 -1.37025 1.49205
H 2.21272 0.47746 -0.01216
H 0.66926 1.81307 -1.23731
H -1.58903 1.00324 -1.82759
H -1.08680 1.87677 1.58449
H -0.73558 2.50000 1.78878
```

- SMILES: C=C/C=C\C=O.[H][H]
- Energy above the lowest of the compared OMol25 structures with the same formula, charge and spin: 64.7 kcal/mol
- Multiplicity: 1
- E_LUMO: 0.0013 Eh
- HOMO-LUMO gap: 9.39 eV
- HOMO: -9.352 eV
- Strongest force on any atom: 0.5 eV Å⁻¹

=====

Number 1: calculated total energy -270.47531 a.u.. Number 2: calculated total energy -270.35290 a.u.. Number 3: calculated total energy -270.52240 a.u.. Number 4: calculated total energy -270.42162 a.u.. Number 5: calculated total energy -270.40422 a.u.. Number 6: calculated total energy -270.36284 a.u.. Number 7: calculated total energy -270.41863 a.u.. Number 8: calculated total energy -270.45481 a.u..